# C5H11BrSi

The molecule C5H11BrSi at a distorted geometry (ωB97M-V/def2-TZVPD, the OMol25 dataset).

Calculated values
LUMO energy (alpha / beta): -0.03 / -0.35 eV
ΔE to the lowest compared entry with this formula, charge and spin: 523.1 kJ/mol
Net charge: 0

```
18
Properties=species:S:1:pos:R:3:mulliken_charge:R:1
H 1.65 2.29 0.42 0.4016
H -1.90 -0.65 -1.43 0.3203
H 0.26 2.14 1.65 0.3347
H 0.12 -1.56 1.57 -0.1451
H -1.21 0.26 1.88 -0.1917
C 1.19 1.58 1.10 -1.2612
H 1.69 1.09 -1.66 0.4886
H 2.15 -1.59 -0.31 0.3036
Si -0.69 -0.66 0.85 0.5059
H 1.98 1.25 1.80 0.2955
H 0.66 -0.24 -1.95 0.2403
H -2.84 -1.49 -0.44 0.3883
H -1.17 -2.14 -1.03 0.3226
C -1.78 -1.36 -0.58 -1.0952
Br 3.92 0.14 -0.05 -0.0757
C 2.56 -0.72 -0.87 -0.3646
C 1.28 0.28 -1.12 -0.9840
C 0.61 0.63 0.10 0.5162
```

# C5H11Cl

The molecule C5H11Cl at a distorted geometry (ωB97M-V/def2-TZVPD, the OMol25 dataset).

Calculated values
SMILES: CCC[C@H](C)Cl
LUMO energy: 0.99 eV
ΔE to the lowest compared entry with this formula, charge and spin: 102.2 kJ/mol
Net charge: 0

```
17
Properties=species:S:1:pos:R:3:mulliken_charge:R:1
H -0.39 -1.89 -0.53 0.3079
H -2.05 1.64 0.90 0.4382
C 1.04 -0.71 0.49 -0.4009
H -0.96 -0.01 -1.46 0.3541
H -0.66 2.12 -0.33 0.2172
C -0.40 -1.11 0.26 -0.8682
H 1.48 -0.21 -1.72 0.3897
C -1.25 0.01 -0.40 0.2665
C 1.75 -0.04 -0.72 -1.1996
H -0.79 -1.42 1.22 0.3273
H -0.47 1.23 1.24 0.2359
H 1.23 -0.05 1.39 0.3306
Cl -3.06 -0.47 -0.22 -0.2545
C -1.14 1.39 0.35 -1.1471
H 1.44 1.09 -0.74 0.1947
H 1.45 -1.60 0.91 0.4173
H 2.78 0.04 -0.62 0.3909
```

# C5H11ClCoF3O3STl

A structure of composition C5H11ClCoF3O3STl at a distorted geometry (ωB97M-V/def2-TZVPD, the OMol25 dataset).

Calculated values
2S+1: 5
LUMO energy (alpha / beta): 2.51 / 2.06 eV
Net charge: -1

```
26
Properties=species:S:1:pos:R:3:mulliken_spin:R:1
C 0.48 -1.30 -4.43 0.9083
H 1.28 2.06 -0.30 -0.0121
C -2.33 2.84 3.48 0.0010
H 1.58 2.50 1.44 0.0075
H 3.63 -1.88 -2.62 -0.0008
C 0.82 2.30 0.67 0.1379
F -2.29 3.10 4.80 0.0002
H -0.44 -1.67 -4.94 0.0252
Tl 0.93 -1.86 -2.53 0.0304
H 1.20 -0.72 -5.05 0.0250
H 3.07 -0.42 -1.72 -0.0016
Co -0.22 0.78 1.37 2.7545
H 0.11 3.14 0.61 0.0062
O -2.21 0.88 1.67 0.0247
C -0.30 -3.41 -1.63 0.0027
H -0.41 -4.21 -2.39 -0.0010
Cl 0.48 -0.82 0.08 0.0722
H -1.27 -2.96 -1.41 -0.0008
H 3.11 -2.02 -0.88 0.0009
H 0.19 -3.77 -0.72 0.0007
S -2.00 1.02 3.15 -0.0121
O -0.53 0.86 3.36 0.0227
O -2.90 0.30 4.01 0.0029
F -3.54 3.17 2.99 0.0000
F -1.39 3.59 2.85 0.0028
C 2.95 -1.50 -1.84 0.0027
```

# C5H11ClF3IrSn

A structure of composition C5H11ClF3IrSn at a distorted geometry (ωB97M-V/def2-TZVPD, the OMol25 dataset).

Calculated values
2S+1: 5
LUMO energy (alpha / beta): -1.33 / -3.60 eV
ΔE to the lowest compared entry with this formula, charge and spin: 29.1 kJ/mol
Net charge: 0

```
22
Properties=species:S:1:pos:R:3:mulliken_spin:R:1
F 0.46 -0.36 3.37 0.0123
F -0.19 1.74 3.38 0.0179
C 0.32 -1.37 0.57 0.5945
H -1.41 -1.37 -3.08 0.0054
H -2.80 0.44 1.81 0.0291
C 0.45 0.79 2.62 0.0580
H 3.29 -0.02 -1.52 0.0003
Ir -0.39 0.54 0.84 1.6228
Cl -0.94 2.66 0.14 0.2473
C -0.87 -0.42 -2.94 0.1144
H -0.42 -2.20 0.64 0.0324
H -1.82 -1.02 2.33 0.0210
F 1.75 1.21 2.49 -0.0018
H -1.52 0.35 -2.51 0.0157
C 2.38 0.52 -1.83 0.1454
C -2.07 -0.33 1.51 0.0979
H 2.22 1.41 -1.21 0.0041
H -0.42 -0.12 -3.89 -0.0183
H 2.45 0.78 -2.89 -0.0144
H 1.34 -1.57 0.95 0.0240
H -2.48 -0.92 0.68 0.0029
Sn 0.66 -0.75 -1.47 0.9890
```

# C5H11ClN

A structure of composition C5H11ClN at a distorted geometry (ωB97M-V/def2-TZVPD, the OMol25 dataset).

Calculated values
LUMO energy: -2.69 eV
ΔE to the lowest compared entry with this formula, charge and spin: 325.3 kJ/mol
Net charge: +1

```
18
Properties=species:S:1:pos:R:3:mulliken_charge:R:1
C -0.26 -1.06 -0.09 -0.1973
H -0.92 1.46 0.16 0.3602
C -2.07 -0.75 -0.72 -0.4410
H 0.13 -1.94 -0.47 0.3874
H -0.89 -0.14 1.71 0.2444
H 0.81 -0.98 1.84 0.3206
H 0.63 2.19 0.13 0.3403
N 0.57 0.12 -0.03 0.2457
H -1.78 -0.14 -1.52 0.3495
H -0.06 1.63 -1.38 0.3164
H 2.41 1.00 0.53 0.2838
Cl -2.93 0.28 0.46 -0.1431
H -2.44 -1.74 -0.69 0.4151
C 0.05 -0.52 1.28 -0.4319
H 2.27 -0.98 0.29 0.3889
C 0.04 1.44 -0.33 -0.8886
H 2.44 0.08 -1.14 0.3342
C 1.99 0.06 -0.03 -0.8845
```

# C5H11ClN5

A cluster of 2 separate species, C5H11ClN5 in total at a distorted geometry (ωB97M-V/def2-TZVPD, the OMol25 dataset).

Calculated values
LUMO energy (alpha / beta): -5.96 / -7.02 eV
ΔE to the lowest compared entry with this formula, charge and spin: 807.3 kJ/mol
Net charge: +1

```
22
Properties=species:S:1:pos:R:3:mulliken_charge:R:1
H 3.26 0.36 1.11 0.3001
H -1.02 0.13 -3.00 0.2810
N 1.53 -0.14 0.06 -0.1347
H 1.02 -0.65 -2.37 0.2931
C 1.58 1.78 1.52 -1.1460
C 0.45 -0.60 -0.34 0.5755
H 0.57 1.81 1.75 0.3845
H -4.23 -2.02 1.10 0.2943
H -4.56 -0.43 0.85 0.3158
H 2.07 -0.38 2.17 0.2827
H 0.36 -2.23 -1.85 0.2966
Cl -4.86 -1.70 -1.03 0.0147
H 1.68 2.38 0.68 0.4051
H 2.27 2.42 2.19 0.3207
N -0.70 -0.52 0.42 -0.5006
N -1.74 -0.73 -0.19 0.5135
C -1.11 -0.77 -2.27 -0.5344
N -4.11 -1.30 0.45 -0.4829
H -1.55 -1.51 -2.98 0.3315
N -2.16 -0.62 -1.33 -0.1570
C 2.16 0.37 1.28 -0.2512
C 0.28 -1.13 -1.73 -0.4023
```